# 1
A cluster of 5 separate species, C42H50BrFNO12 in total, computed with the ωB97M-V functional and the def2-TZVPD basis.

Positions of all 107 atoms, in Å:
C  -0.172  5.345  2.633
C  -0.982  4.288  3.355
O  -0.098  3.191  3.691
C  -0.649  1.965  3.597
O  -1.623  1.637  4.219
C  0.063  1.009  2.674
C  0.741  1.619  1.442
C  -0.257  1.729  0.275
C  0.237  1.768  -1.190
C  -0.481  2.899  -1.934
C  0.108  4.292  -1.660
C  1.735  1.596  -1.520
C  2.750  2.620  -0.980
C  4.206  2.143  -1.015
C  4.609  1.120  0.050
Br  5.285  3.771  -0.758
C  2.003  0.097  -1.275
C  0.680  -0.632  -1.522
F  0.678  -1.514  -2.559
N  -0.234  0.475  -1.903
O  -1.616  0.275  -1.993
C  -2.125  -0.837  -1.208
C  -3.647  -0.639  -1.057
C  -3.965  0.064  0.259
O  -4.129  0.130  -2.153
H  0.789  5.455  3.141
H  -0.684  6.306  2.642
H  0.054  5.043  1.607
H  -1.399  4.695  4.277
H  -1.804  3.918  2.738
H  0.832  0.526  3.290
H  -0.651  0.231  2.403
H  1.086  2.621  1.707
H  1.639  1.054  1.206
H  -0.821  2.651  0.434
H  -0.992  0.930  0.375
H  -1.530  2.895  -1.636
H  -0.450  2.721  -3.015
H  -0.668  5.045  -1.784
H  0.501  4.374  -0.645
H  0.912  4.524  -2.358
H  1.794  1.711  -2.614
H  2.528  2.976  0.027
H  2.689  3.492  -1.629
H  4.475  1.809  -2.017
H  5.534  1.384  0.548
H  3.824  1.017  0.805
H  4.732  0.136  -0.405
H  2.274  -0.122  -0.246
H  2.810  -0.330  -1.872
H  0.380  -1.149  -0.615
H  0.039  0.653  -2.878
H  -1.679  -0.854  -0.216
H  -1.910  -1.761  -1.747
H  -4.104  -1.623  -1.051
H  -3.647  1.112  0.209
H  -5.030  0.040  0.483
H  -3.453  -0.401  1.105
H  -4.684  0.837  -1.809
C  -4.929  -4.807  -1.754
C  -5.389  -5.989  -2.156
C  -4.657  -7.247  -1.846
O  -5.069  -8.320  -2.214
C  -3.398  -7.127  -1.064
C  -2.947  -5.944  -0.658
C  -3.672  -4.699  -0.979
O  -3.241  -3.611  -0.630
H  -5.442  -3.879  -1.975
H  -6.303  -6.097  -2.725
H  -2.876  -8.052  -0.857
H  -2.029  -5.834  -0.094
C  -4.712  2.311  4.403
C  -4.937  2.923  5.562
C  -6.259  3.527  5.869
O  -6.467  4.088  6.921
C  -7.320  3.420  4.831
C  -7.092  2.810  3.671
C  -5.770  2.210  3.370
O  -5.555  1.659  2.307
H  -3.758  1.864  4.157
H  -4.179  3.010  6.331
H  -8.274  3.867  5.078
H  -7.847  2.723  2.901
C  0.440  -4.640  -3.956
C  -0.607  -5.318  -3.498
C  -1.194  -6.444  -4.271
O  -2.155  -7.053  -3.852
C  -0.566  -6.784  -5.572
C  0.482  -6.104  -6.030
C  1.069  -4.978  -5.260
O  2.020  -4.353  -5.671
H  0.886  -3.817  -3.413
H  -1.081  -5.089  -2.552
H  -1.011  -7.607  -6.115
H  0.956  -6.332  -6.976
C  10.439  -0.600  2.204
C  9.268  -0.916  1.659
C  8.437  0.107  0.981
O  7.365  -0.178  0.484
C  8.957  1.495  0.927
C  10.128  1.814  1.472
C  10.964  0.791  2.154
O  12.028  1.079  2.649
H  11.065  -1.327  2.706
H  8.866  -1.920  1.682
H  8.332  2.223  0.423
H  10.529  2.819  1.448

Atoms 1-2, force components in eV/Å:
C 0.38 -0.36 0.09
C -0.10 0.44 0.39

Properties
total charge = +1
gap between HOMO and LUMO = 8.5 eV

Atom charges from the Mulliken analysis, given in e for atoms 1 to 2: number 1, C, carries -1.07; number 2, C, carries -0.02

=====

# 2
A structure of composition C42H50N3O5V, computed with the ωB97M-V functional and the def2-TZVPD basis.

Positions of all 101 atoms, in Å:
V  -1.364  -1.299  -0.353
O  -3.713  -2.501  -3.939
C  -2.876  -3.483  -4.247
C  -3.046  -4.129  -5.481
C  -2.191  -5.136  -5.867
C  -1.140  -5.541  -5.034
C  -0.977  -4.947  -3.805
C  -1.830  -3.909  -3.387
C  -1.614  -3.300  -2.100
O  -2.157  -2.194  -1.706
N  -0.819  -3.898  -1.220
N  -0.719  -3.223  -0.123
C  -0.164  -3.671  0.967
C  -0.391  -3.070  2.236
C  0.151  -3.587  3.427
C  -0.245  -3.103  4.652
C  -1.194  -2.078  4.731
C  -1.739  -1.532  3.591
C  -1.354  -2.010  2.328
O  -1.819  -1.543  1.215
H  -3.518  -2.100  -3.072
H  -3.865  -3.807  -6.107
H  -2.335  -5.625  -6.819
H  -0.460  -6.315  -5.357
H  -0.185  -5.251  -3.140
H  0.394  -4.604  0.925
H  0.867  -4.393  3.370
H  0.156  -3.527  5.560
H  -1.518  -1.723  5.698
H  -2.469  -0.737  3.638
C  -1.179  6.077  0.357
C  -0.331  5.077  1.158
C  -0.353  5.475  2.648
C  1.110  5.152  0.647
C  -0.917  3.699  1.041
C  -0.154  2.582  0.818
C  -0.786  1.333  0.640
N  -0.227  0.163  0.468
C  1.115  -0.025  0.216
C  2.198  0.343  0.975
C  3.486  0.009  0.534
C  3.607  -0.586  -0.717
C  2.531  -0.986  -1.514
C  1.238  -0.800  -0.975
O  0.080  -1.252  -1.386
C  2.733  -1.510  -2.923
C  2.058  -2.881  -3.055
C  2.069  -0.514  -3.890
C  4.210  -1.636  -3.306
C  4.657  0.303  1.444
C  4.623  1.786  1.840
C  4.510  -0.579  2.699
C  6.004  -0.004  0.794
C  -2.260  1.299  0.407
O  -2.698  0.420  -0.345
C  -3.018  2.379  1.022
C  -2.332  3.522  1.278
C  -4.477  2.152  1.354
C  -5.046  3.291  2.203
C  -5.281  2.034  0.052
C  -4.578  0.850  2.168
H  -0.729  7.062  0.437
H  -2.198  6.154  0.721
H  -1.207  5.799  -0.694
H  0.088  6.463  2.753
H  0.229  4.772  3.240
H  -1.364  5.510  3.042
H  1.444  6.184  0.680
H  1.176  4.812  -0.384
H  1.792  4.570  1.261
H  0.922  2.630  0.758
H  2.038  0.810  1.934
H  4.595  -0.766  -1.097
H  0.982  -2.798  -2.921
H  2.457  -3.573  -2.316
H  2.251  -3.282  -4.046
H  1.002  -0.424  -3.690
H  2.200  -0.857  -4.913
H  2.527  0.468  -3.801
H  4.735  -2.334  -2.659
H  4.715  -0.674  -3.287
H  4.276  -2.016  -4.322
H  3.740  2.035  2.423
H  4.643  2.414  0.951
H  5.492  2.021  2.445
H  3.586  -0.375  3.236
H  5.343  -0.383  3.368
H  4.528  -1.632  2.426
H  6.155  0.588  -0.104
H  6.099  -1.059  0.552
H  6.798  0.243  1.491
H  -2.862  4.368  1.685
H  -5.073  4.226  1.649
H  -4.467  3.426  3.115
H  -6.066  3.047  2.489
H  -5.190  2.947  -0.532
H  -6.330  1.884  0.295
H  -4.942  1.196  -0.552
H  -4.024  0.955  3.101
H  -4.196  -0.008  1.613
H  -5.618  0.656  2.415

Atoms 1-2, force components in eV/Å:
V 0.93 0.14 -3.08
O -0.56 0.71 0.37

Properties
total charge = +2
gap between HOMO and LUMO (alpha / beta) = 4.4 / 4.4 eV

Atom charges from the Mulliken analysis, given in e for atoms 1 to 2: number 1, V, carries -0.82; number 2, O, carries -0.68

=====

# 3
A structure of composition C42H51AsCuNO4P2, computed with the ωB97M-V functional and the def2-TZVPD basis.

Positions of all 102 atoms, in Å:
Cu  -2.478  -0.098  1.272
C  -4.113  -4.148  0.212
C  -5.115  -3.257  0.885
C  -6.444  -3.613  0.968
C  -7.390  -2.807  1.611
C  -6.937  -1.624  2.202
C  -5.620  -1.216  2.142
C  -5.191  0.040  2.844
C  -4.615  -1.997  1.425
N  -3.351  -1.673  1.282
H  -4.569  -5.087  -0.125
H  -3.288  -4.369  0.899
H  -3.660  -3.637  -0.642
H  -6.772  -4.551  0.516
H  -8.434  -3.101  1.667
H  -7.654  -0.997  2.733
H  -5.988  0.405  3.499
H  -4.929  0.834  2.136
H  -4.292  -0.149  3.441
C  1.883  -0.069  0.717
C  2.130  0.508  -0.684
As  2.492  -0.864  -2.059
C  3.378  0.292  -3.378
C  3.200  1.671  -3.465
C  3.844  2.420  -4.437
C  4.688  1.805  -5.353
C  4.873  0.428  -5.284
C  4.222  -0.313  -4.315
C  4.166  -1.496  -1.244
C  5.245  -0.646  -0.997
C  6.410  -1.119  -0.418
C  6.531  -2.463  -0.082
C  5.476  -3.326  -0.348
C  4.312  -2.846  -0.928
P  0.049  -0.406  1.019
C  0.217  -1.147  2.694
C  0.827  -0.403  3.705
C  0.928  -0.898  4.996
C  0.417  -2.151  5.300
C  -0.231  -2.881  4.313
C  -0.346  -2.380  3.025
C  -0.078  -1.931  -0.006
C  -1.067  -1.987  -0.984
C  -1.156  -3.070  -1.847
C  -0.275  -4.133  -1.719
C  0.688  -4.110  -0.719
C  0.794  -3.012  0.120
H  2.161  0.688  1.453
H  2.497  -0.952  0.917
H  3.001  1.172  -0.664
H  1.261  1.100  -0.979
H  2.544  2.168  -2.758
H  3.687  3.491  -4.489
H  5.194  2.389  -6.111
H  5.528  -0.062  -5.995
H  4.372  -1.387  -4.262
H  5.169  0.402  -1.263
H  7.231  -0.440  -0.221
H  7.437  -2.832  0.381
H  5.564  -4.376  -0.093
H  3.486  -3.518  -1.132
H  1.214  0.584  3.480
H  1.399  -0.302  5.770
H  0.512  -2.551  6.304
H  -0.663  -3.846  4.553
H  -0.901  -2.930  2.276
H  -1.799  -1.191  -1.028
H  -1.926  -3.093  -2.607
H  -0.346  -4.984  -2.386
H  1.349  -4.961  -0.587
H  1.543  -3.012  0.905
C  -3.292  2.022  -1.832
C  -1.841  2.456  -2.059
C  -1.801  3.900  -2.574
C  -1.183  1.545  -3.096
O  -1.053  2.342  -0.861
P  -1.611  2.855  0.596
O  -2.206  4.209  0.465
O  -2.440  1.798  1.263
O  -0.181  2.864  1.376
C  0.639  4.016  1.597
C  1.068  4.625  0.261
C  1.858  3.501  2.361
C  -0.077  5.062  2.457
H  -3.836  2.043  -2.778
H  -3.774  2.693  -1.121
H  -3.334  1.014  -1.415
H  -2.377  3.993  -3.498
H  -0.765  4.191  -2.770
H  -2.213  4.562  -1.814
H  -1.792  1.526  -4.001
H  -1.084  0.529  -2.713
H  -0.189  1.919  -3.355
H  1.543  3.859  -0.356
H  1.768  5.448  0.425
H  0.186  4.995  -0.263
H  2.437  2.819  1.735
H  1.525  2.965  3.250
H  2.495  4.334  2.665
H  -0.966  5.409  1.937
H  0.589  5.905  2.660
H  -0.384  4.610  3.402

Atoms 1-2, force components in eV/Å:
Cu -0.57 0.02 0.27
C -0.11 0.08 0.07

Properties
total charge = -2
gap between HOMO and LUMO = 2.8 eV
energy above the lowest of the compared OMol25 structures with the same formula, charge and spin = 0.0 kcal per mole

Atom charges from the Mulliken analysis, given in e for atoms 1 to 2: number 1, Cu, carries -1.10; number 2, C, carries -0.95

=====

# 4
A structure of composition C42H51BCl5LaN10OS, computed with the ωB97M-V functional and the def2-TZVPD basis.

Positions of all 112 atoms, in Å:
La  -0.328  -0.277  -0.553
C  -0.439  -5.278  -2.591
C  -1.131  -4.370  -1.564
C  -1.807  -3.192  -2.260
C  -0.172  -4.011  -0.456
C  0.381  -4.971  0.411
C  1.157  -4.252  1.288
N  1.069  -2.951  0.960
N  0.262  -2.797  -0.116
B  1.846  -1.843  1.701
N  0.914  -0.931  2.535
C  1.001  -0.854  3.871
C  0.007  -0.020  4.324
C  -0.686  0.381  3.172
N  -0.109  -0.158  2.086
C  -1.967  1.175  3.225
C  -2.011  2.378  2.292
C  -3.171  0.255  2.991
N  2.742  -1.039  0.739
C  4.082  -1.080  0.790
C  4.581  -0.258  -0.191
C  3.448  0.265  -0.832
N  2.337  -0.207  -0.251
C  3.483  1.227  -1.987
C  3.709  0.525  -3.334
C  4.619  2.235  -1.781
H  -1.150  -5.588  -3.359
H  0.378  -4.746  -3.077
H  -0.031  -6.172  -2.119
H  -1.917  -4.960  -1.081
H  -1.125  -2.686  -2.940
H  -2.646  -3.554  -2.857
H  -2.191  -2.475  -1.533
H  0.219  -6.035  0.398
H  1.754  -4.578  2.123
H  2.571  -2.388  2.482
H  1.751  -1.405  4.415
H  -0.221  0.241  5.343
H  -2.028  1.546  4.252
H  -2.045  2.055  1.256
H  -2.903  2.975  2.489
H  -1.137  3.007  2.444
H  -3.110  -0.209  2.007
H  -3.203  -0.526  3.754
H  -4.098  0.828  3.044
H  4.597  -1.696  1.509
H  5.616  -0.068  -0.417
H  2.523  1.746  -2.032
H  4.489  -0.233  -3.244
H  2.804  0.047  -3.693
H  4.024  1.256  -4.081
H  5.581  1.752  -1.966
H  4.520  3.067  -2.481
H  4.628  2.637  -0.768
C  -4.712  -2.564  -0.957
N  -4.327  -3.215  0.282
C  -5.022  -4.455  0.562
C  -3.251  -2.782  0.998
O  -2.372  -2.055  0.534
N  -3.157  -3.271  2.288
C  -1.893  -3.052  2.969
C  -4.320  -3.235  3.166
H  -5.797  -2.437  -0.969
H  -4.422  -3.162  -1.827
H  -4.248  -1.587  -1.022
H  -5.072  -5.050  -0.354
H  -6.048  -4.283  0.902
H  -4.490  -5.026  1.318
H  -1.071  -3.235  2.282
H  -1.825  -3.755  3.800
H  -1.800  -2.031  3.358
H  -4.479  -4.201  3.651
H  -5.213  -2.966  2.608
H  -4.171  -2.480  3.943
Cl  -1.471  2.026  -3.111
C  -0.631  0.720  -3.888
C  0.043  -0.168  -3.055
C  0.761  -1.150  -3.732
Cl  1.703  -2.211  -2.727
C  0.790  -1.293  -5.113
Cl  1.710  -2.545  -5.860
C  0.055  -0.401  -5.893
Cl  0.044  -0.554  -7.606
C  -0.660  0.625  -5.276
Cl  -1.556  1.747  -6.227
N  0.317  2.331  -0.287
S  1.629  2.935  0.329
C  1.221  4.088  1.672
C  0.403  5.186  1.458
C  0.091  6.013  2.523
C  0.601  5.744  3.788
C  1.418  4.643  3.993
C  1.727  3.805  2.930
C  2.225  4.246  -0.779
C  3.267  5.062  -0.362
C  3.754  6.029  -1.225
C  3.199  6.172  -2.492
C  2.160  5.349  -2.898
C  1.670  4.373  -2.038
H  -0.378  3.040  -0.511
H  0.007  5.391  0.470
H  -0.551  6.870  2.366
H  0.359  6.397  4.616
H  1.808  4.428  4.980
H  2.344  2.925  3.075
H  3.686  4.945  0.631
H  4.572  6.666  -0.914
H  3.582  6.929  -3.164
H  1.732  5.457  -3.885
H  0.872  3.706  -2.347
N  -3.689  0.951  -0.675
C  -2.592  0.579  -0.633

Atoms 1-2, force components in eV/Å:
La 0.88 -0.75 0.84
C -0.10 0.02 0.10

Properties
gap between HOMO and LUMO = 8.8 eV
energy above the lowest of the compared OMol25 structures with the same formula, charge and spin = 37.9 kcal per mole

Atom charges from the Mulliken analysis, given in e for atoms 1 to 2: number 1, La, carries 2.50; number 2, C, carries -1.60